The following is a DFT calculation (ωB97M-V/def2-TZVPD) of a structure of composition C40H32N6O2PPtS.

Properties
Frontier orbital gap (alpha / beta) ... 0.248 / 0.210 hartree
F_max ... 0.006 Eh/bohr
2S+1 ... 3
Expectation value of S² ... 2.058
HOMO energy (alpha / beta) ... -0.150 / -0.162 Eh
Energy above the lowest of the compared OMol25 structures with the same formula, charge and spin ... 0.0 kcal/mol
Calculated total energy ... -78405.943 eV
Charge ... -1

CARTESIAN COORDINATES (ANGSTROEM)
Pt1 -0.45 -0.89 -0.08
C1 -5.19 -0.34 -3.70
C2 -4.41 0.72 -4.15
C3 -3.14 0.93 -3.63
C4 -2.65 0.09 -2.64
C5 -3.43 -0.98 -2.19
C6 -4.69 -1.19 -2.72
P1 -0.96 0.17 -1.98
C7 -0.32 1.86 -2.23
C8 1.06 1.97 -2.43
C9 1.65 3.22 -2.58
C10 0.86 4.37 -2.53
C11 -0.50 4.26 -2.33
C12 -1.09 3.01 -2.18
C13 -0.07 -0.76 -3.26
C14 -0.07 -0.45 -4.59
C15 0.64 -1.27 -5.49
C16 1.32 -2.37 -5.02
C17 1.33 -2.70 -3.65
C18 2.03 -3.81 -3.14
C19 2.00 -4.06 -1.80
C20 1.27 -3.24 -0.91
C21 0.55 -2.15 -1.33
C22 0.60 -1.88 -2.74
H1 -6.18 -0.49 -4.10
H2 -4.79 1.39 -4.91
H3 -2.55 1.75 -4.00
H4 -3.04 -1.63 -1.41
H5 -5.29 -2.02 -2.36
H6 1.68 1.08 -2.45
H7 2.72 3.30 -2.72
H8 1.32 5.34 -2.64
H9 -1.12 5.15 -2.27
H10 -2.16 2.94 -1.99
H11 -0.60 0.42 -4.96
H12 0.65 -1.03 -6.54
H13 1.87 -3.00 -5.71
H14 2.58 -4.45 -3.82
H15 2.54 -4.90 -1.39
H16 1.31 -3.52 0.13
S1 -3.28 1.93 0.04
C23 -1.87 2.48 0.78
N1 -1.64 3.85 0.68
N2 -0.57 4.38 1.28
C24 0.67 3.89 1.72
C25 1.36 2.86 1.08
C26 2.59 2.44 1.57
C27 3.17 3.07 2.66
C28 2.51 4.13 3.27
C29 1.27 4.54 2.80
N3 -1.07 1.79 1.57
N4 -1.02 0.47 1.54
C30 -0.67 -0.06 2.77
C31 -0.86 -1.54 2.80
C32 -0.52 -2.26 4.13
C33 0.08 -1.37 5.18
C34 0.21 -0.05 5.04
C35 -0.20 0.64 3.83
H17 -0.72 5.36 1.47
H18 0.93 2.37 0.22
H19 3.09 1.62 1.09
H20 4.13 2.74 3.04
H21 2.95 4.64 4.12
H22 0.73 5.34 3.30
H23 -1.90 -1.74 2.53
H24 -1.43 -2.71 4.53
H25 0.42 -1.86 6.10
H26 0.64 0.54 5.83
H27 -0.08 1.71 3.75
C36 2.89 -2.81 3.74
N5 1.59 -2.78 3.12
C37 0.42 -3.43 3.71
C38 -0.28 -4.28 2.70
C39 -0.68 -3.63 1.57
O1 -1.40 -3.84 0.61
N6 -0.08 -2.12 1.65
C40 1.34 -2.05 2.02
O2 2.14 -1.36 1.41
H28 3.27 -3.84 3.79
H29 2.85 -2.39 4.75
H30 3.57 -2.21 3.14
H31 0.75 -3.99 4.58
H32 -0.59 -5.29 2.92